[1]
Molecular formula: C45H49AuN3OP3S
Method: DFT, wB97M-V/def2-TZVPD

Last column: Mulliken charge in e.
Positions of all 103 atoms, in Å:
Au1 0.557845 1.246144 -0.142825  1.4723
S1 3.554041 0.606668 0.987437  0.4250
P1 -1.254314 -0.478852 -0.906457  0.2263
P2 -0.534139 3.208382 -0.019212  0.9021
P3 -0.067277 -3.106713 0.042587  0.6814
O1 2.355575 0.096904 0.174019  -0.8477
N1 -1.644943 5.119572 1.605574  0.2164
N2 -0.884122 5.867669 -0.568681  0.1874
N3 -2.926446 4.561267 -0.386992  0.0894
C1 -3.924602 0.154691 -0.099292  -0.3574
C2 -2.177443 5.684180 -1.122493  -0.8121
C3 -4.851959 0.651783 0.806555  -0.7444
C4 -2.959011 4.906733 1.113465  -0.7176
C5 -2.613557 0.940088 -5.087275  -0.6505
C6 -1.384284 -2.302654 -0.989827  -1.6691
C7 -2.950084 -0.489364 -3.182014  -0.3268
C8 -2.225265 -2.324029 3.476583  -0.7632
C9 -2.197472 0.380598 1.549408  -0.0718
C10 5.540178 0.642616 -3.923028  -0.4424
C11 -3.124345 0.872809 2.459017  -0.8382
C12 4.313642 1.915887 -0.024927  -0.8242
C13 3.149282 -4.098669 1.247283  -0.4603
C14 -0.037884 -1.352748 3.728624  -0.7945
C15 -1.391912 -7.528128 0.152250  -0.5721
C16 3.802275 1.318783 -2.408113  0.4257
C17 -3.341582 -0.046844 -4.435367  -0.8527
C18 -0.288862 -5.634673 1.138925  -0.4200
C19 3.290140 -4.295581 2.613285  -0.5096
C20 -1.091405 1.025118 -3.231991  -0.3304
C21 6.083977 1.245450 -1.662203  -0.2122
C22 -0.976149 6.181641 0.857213  -0.9179
C23 3.903602 -3.326977 3.396959  -0.7899
C24 -1.877527 -2.789764 2.219999  -0.2729
C25 -1.778475 -6.738940 -0.918490  -0.6851
C26 -0.680053 -4.828558 0.067424  0.4954
C27 -2.282700 3.226884 -0.623697  -0.5975
C28 -2.580528 0.032001 0.253195  0.6362
C29 -4.453293 1.022218 2.085798  -1.0475
C30 -0.609660 -2.531544 1.696961  0.5725
C31 0.029918 4.757587 -0.847072  -1.0981
C32 4.385049 -2.168234 2.809869  -0.3083
C33 4.247176 -1.967823 1.438445  0.1719
C34 0.309558 -1.821466 2.465697  -0.0632
C35 -0.645737 -6.971781 1.183239  -0.7639
C36 -1.835285 0.062474 -2.548457  0.4888
C37 6.482624 0.824080 -2.921480  -0.7027
C38 3.620275 -2.933303 0.660499  -0.0362
C39 4.769533 -0.710934 0.805342  -1.2921
C40 4.199679 0.892062 -3.665221  -0.8034
C41 -1.478725 1.467488 -4.490150  -0.7914
C42 -1.305943 -1.601400 4.231268  -0.6746
C43 4.740784 1.493642 -1.394699  0.0585
C44 -1.424616 -5.396431 -0.962159  -0.4209
C45 -0.850447 3.891427 1.664668  -1.0388
H1 -1.574083 -1.257822 5.221851  0.4944
H2 -4.206817 -0.485495 -4.913016  0.4563
H3 -2.396225 -2.618241 -0.720463  0.6745
H4 0.103302 4.096185 2.153446  0.4007
H5 -2.588994 -3.374304 1.646814  0.4507
H6 -3.207464 -2.535392 3.878279  0.4976
H7 -0.180333 1.411708 -2.785560  0.2066
H8 -2.914916 1.273382 -6.070639  0.4276
H9 -0.344110 -7.581986 2.024278  0.4291
H10 3.538430 2.686209 -0.046489  0.1867
H11 -1.168476 0.240423 1.868425  0.4455
H12 -5.890925 0.734663 0.516204  0.5031
H13 4.881238 -1.421691 3.419373  0.4194
H14 -2.782209 6.583283 -1.000077  0.3518
H15 -2.357944 -7.166510 -1.725730  0.4117
H16 -3.887418 4.524537 -0.733131  0.4002
H17 1.029976 5.012809 -0.493137  0.4287
H18 5.851022 0.313754 -4.904814  0.4091
H19 -2.808891 1.111515 3.467106  0.4712
H20 4.023426 -3.482113 4.460352  0.4560
H21 0.285159 -5.206595 1.953120  0.3902
H22 0.023983 6.331531 1.259152  0.3878
H23 -1.540409 7.107369 0.976439  0.3374
H24 -1.670359 -8.572179 0.186089  0.3937
H25 -2.321149 3.004113 -1.692733  0.6560
H26 2.670024 -4.853219 0.636285  0.5474
H27 3.465514 0.756020 -4.447661  0.4389
H28 2.754674 1.517746 -2.208715  0.1541
H29 6.824363 1.389499 -0.884198  0.3841
H30 -3.559533 5.812757 1.199859  0.3144
H31 -1.199394 -2.575899 -2.032294  0.8917
H32 0.100316 4.598567 -1.925485  0.4404
H33 4.979193 -0.819966 -0.258289  0.5164
H34 7.529090 0.640562 -3.120869  0.4120
H35 -1.371165 3.137959 2.259161  0.3342
H36 0.690357 -0.820578 4.327619  0.5349
H37 2.932817 -5.210762 3.066695  0.4556
H38 -3.450940 4.073969 1.617236  0.4245
H39 -5.180668 1.393063 2.795584  0.5094
H40 3.500848 -2.773895 -0.403435  0.2351
H41 -4.262116 -0.111164 -1.091334  0.2954
H42 5.661066 -0.341185 1.318224  0.6872
H43 1.304217 -1.657382 2.072856  0.2517
H44 -3.504960 -1.292670 -2.711986  0.4230
H45 -0.877934 2.197382 -5.016661  0.5103
H46 -1.735038 -4.805154 -1.814904  0.3186
H47 5.143005 2.294779 0.576118  0.6342
H48 -2.133485 5.402121 -2.174229  0.3976
H49 -2.861212 2.466908 -0.094132  -0.3249

Atoms 1-3, force components in eV/Å:
Au -0.304 -0.321 -0.150
S -0.033 0.092 0.015
P 0.080 0.200 0.017

Results
E_HOMO ... -12.139 eV
Multiplicity ... 1
Largest force on an atom ... 0.5 eV Å⁻¹
Calculated total energy ... -3541.1507 Ha
M ... 969.86 g mol⁻¹
LUMO level ... -4.73 eV
Charge ... +2
HOMO-LUMO gap ... 0.272 Eh

---

[2]
Molecular formula: C21H14ClF11N3O5P2S
Method: DFT, wB97M-V/def2-TZVPD

Last column: natural (NBO) charge in e.
Positions of all 58 atoms, in Å:
Cl1 4.830794 0.112408 -2.267648  -0.3651
S1 0.863245 0.813525 -1.316675  2.0177
P1 3.436855 -1.363009 -1.591409  1.1813
P2 3.065175 2.063194 0.263754  1.2554
F1 -4.195560 0.105105 0.315541  -0.3087
F2 -4.625981 1.418621 -7.263603  -0.3260
F3 -2.283616 1.308877 0.706578  -0.2823
F4 0.283728 -1.833653 -1.818243  -0.2655
F5 -0.147258 -0.376205 -3.388709  -0.2982
F6 -2.864544 -0.355149 2.008190  -0.3109
F7 -1.086763 -1.488887 0.594474  -0.2705
F8 -2.268630 -1.515919 -2.505112  -0.3086
F9 2.877048 0.845429 3.586255  -0.3235
F10 -3.027422 -2.062114 -0.284580  -0.3060
F11 -2.368923 0.617212 -2.010042  -0.2981
O1 0.009043 1.972258 -1.015869  -0.8579
O2 1.739045 -2.210060 1.944767  -0.6712
O3 4.391810 -2.735849 -1.424261  -0.9346
O4 1.757944 1.271820 -2.401570  -0.8942
O5 1.962444 -3.223610 0.033945  -0.7305
N1 2.216288 3.383040 0.573123  -1.2902
N2 0.496411 0.610417 2.432080  -0.2204
N3 4.982678 -0.415566 1.696045  -0.3325
C1 -6.938702 -0.791764 -5.572801  -0.1971
C2 3.050682 -0.527122 5.482842  -0.2296
C3 3.011944 0.485183 7.666848  -0.2418
C4 -4.359005 0.203652 -5.263310  -0.2825
C5 -5.132702 0.572139 -6.349571  0.3968
C6 3.101657 -0.648918 6.865444  -0.2135
C7 1.006016 0.671594 1.409691  0.2594
C8 1.922088 0.489208 0.149764  -0.6258
C9 -6.417871 0.087229 -6.514219  -0.2935
C10 2.786747 -0.831767 0.153907  -0.5634
C11 2.836746 1.865730 5.703202  -0.2846
C12 -2.879381 0.092598 0.693926  0.9330
C13 2.877013 1.741120 7.086332  -0.2034
C14 -2.109649 -1.008737 -0.176578  0.5553
C15 2.093826 -2.131355 0.755255  0.7154
C16 -4.885054 -0.666787 -4.317168  -0.1865
C17 2.921242 0.729251 4.918503  0.3996
C18 4.117403 -0.712285 0.998507  0.2813
C19 -0.169972 -0.555932 -1.997276  0.4256
C20 -6.173825 -1.166141 -4.474321  -0.2307
C21 -1.720148 -0.555401 -1.639319  0.5939
H1 -3.354428 0.596512 -5.162130  0.2350
H2 2.336067 4.063168 -0.180430  0.3714
H3 3.710666 2.315676 -0.987524  0.0273
H4 -6.581581 -1.848815 -3.737412  0.2149
H5 3.110306 -1.398535 4.841496  0.2428
H6 3.047442 0.388048 8.746470  0.2048
H7 3.984083 1.957207 1.340547  0.0391
H8 5.246272 -2.446193 -1.042035  0.4833
H9 -7.002301 0.397009 -7.371996  0.2222
H10 -4.292077 -0.955915 -3.459717  0.2315
H11 2.802931 2.623738 7.711204  0.2084
H12 3.210418 -1.627184 7.318823  0.2114
H13 -7.941261 -1.184604 -5.696382  0.2120
H14 2.740601 2.836498 5.232371  0.2286

Atoms 1-3, force components in eV/Å:
Cl -0.034 -0.572 0.882
S 1.506 6.309 -2.307
P -1.351 -1.889 -1.528

Results
E_HOMO ... -5.700 eV
Multiplicity ... 1
Largest force on an atom ... 6.9 eV Å⁻¹
Calculated total energy ... -3988.6339 Ha
M ... 726.81 g mol⁻¹
LUMO level ... 1.61 eV
Charge ... -1
HOMO-LUMO gap ... 0.269 Eh

---

[3]
Molecular formula: C3H3N2O
Method: DFT, wB97M-V/def2-TZVPD

Last column: natural (NBO) charge in e.
Positions of all 9 atoms, in Å:
O1 1.039749 -0.792703 -0.176496  -0.4686
N1 0.825970 1.761654 -0.692130  -0.2614
N2 -0.820169 0.442981 0.490775  -0.5906
C1 1.715958 0.093001 -0.490173  0.7221
C2 -0.128900 1.434851 -0.104461  0.5006
C3 -0.517663 -0.789433 -0.032641  0.0773
H1 -0.910334 0.518382 1.506830  0.4645
H2 -0.597854 -1.624476 0.668005  0.2737
H3 -0.606757 -1.044257 -1.169708  0.2823

Atoms 1-3, force components in eV/Å:
O 0.355 -1.536 0.729
N -0.907 1.309 -0.275
N -0.216 1.054 0.297

Results
E_HOMO ... -16.534 eV
Multiplicity ... 1
Largest force on an atom ... 3.6 eV Å⁻¹
Calculated total energy ... -300.4108 Ha
M ... 83.07 g mol⁻¹
LUMO level ... -6.02 eV
Charge ... +1
Energy relative to the best compared isomer or geometry (same formula, charge and spin) ... 4.316 eV
HOMO-LUMO gap ... 0.386 Eh

---

[4]
Molecular formula: C11H10ClFI2N2OS
Method: DFT, wB97M-V/def2-TZVPD

Last column: natural (NBO) charge in e.
Positions of all 29 atoms, in Å:
I1 0.188939 -1.486755 3.624338  0.1244
I2 2.431981 -3.178125 -0.697124  0.0823
Cl1 -3.091474 -0.180586 -1.903809  0.0215
S1 2.055749 2.925334 0.985434  0.9022
F1 -2.842403 3.353321 -0.981974  -0.3800
O1 -1.565922 -2.085002 -0.138247  -0.6904
N1 0.782430 3.172568 -0.069631  -0.6113
N2 1.892613 1.310538 1.321815  -0.6059
C1 0.141042 1.954223 -0.197343  0.1961
C2 0.969284 -1.599770 1.573677  -0.3724
C3 1.748369 -3.968396 2.155370  -0.6471
C4 -1.870991 2.735295 -1.854047  0.1836
C5 0.788051 0.830566 0.625018  0.1055
C6 -0.960382 -0.827124 -0.137052  0.2922
C7 1.055572 -3.072003 1.009725  -0.3219
C8 0.228712 -0.578906 0.658116  -0.0844
C9 -1.623122 0.282966 -0.968836  -0.0126
C10 -1.108438 1.661694 -1.017290  -0.0922
C11 -0.975278 3.903138 -2.409480  -0.6481
H1 -1.644333 4.549248 -3.060182  0.2216
H2 0.920601 -4.313623 2.848692  0.2274
H3 -0.537374 4.566293 -1.621520  0.2485
H4 -2.449999 2.283726 -2.701224  0.1999
H5 -0.207874 3.443722 -3.092169  0.2186
H6 2.165675 -4.914662 1.703896  0.2273
H7 0.068851 -3.559206 0.809800  0.2384
H8 -1.114721 -2.618269 -0.829510  0.4942
H9 2.036954 -1.228770 1.657419  0.2607
H10 2.517487 -3.361435 2.706138  0.2219

Atoms 1-3, force components in eV/Å:
I 0.013 0.062 -0.705
I -0.852 0.324 0.358
Cl 1.562 0.428 1.025

Results
E_HOMO ... -9.035 eV
Multiplicity ... 1
Largest force on an atom ... 3.0 eV Å⁻¹
Calculated total energy ... -2163.4759 Ha
M ... 526.54 g mol⁻¹
LUMO level ... -1.37 eV
Structure (SMILES) ... C[C@H](F)c1c(Cl)c(O)c([C@@H](I)[C@H](C)I)c2nsnc12
Energy relative to the best compared isomer or geometry (same formula, charge and spin) ... 2.317 eV
HOMO-LUMO gap ... 0.282 Eh